No. 1
This record from the OMol25 dataset describes an isolated molecule of C2H4N2OS. The level of theory is wB97M-V/def2-TZVPD.

```
10
Properties=species:S:1:pos:R:3:forces:R:3
N -1.9984 -0.2998 -0.1628 1.183 2.582 2.734
N -0.5992 -0.4011 -0.1578 -2.080 -3.107 -0.887
C 0.0895 0.5784 0.0356 1.790 5.050 -0.593
C 1.5803 0.5399 -0.0992 0.894 -3.229 0.908
O 2.3777 1.4113 -0.1012 -0.274 1.785 -0.139
S 2.2552 -1.1789 0.0013 -2.462 -0.137 -1.301
H -2.2097 -1.1510 0.3340 -0.924 -0.247 0.016
H -2.1585 0.5379 0.5649 -0.444 -2.209 -2.069
H -0.3113 1.6322 0.0957 0.146 -0.877 0.336
H 0.9744 -1.6689 -0.5105 2.171 0.390 0.995
```
Positions in Å, forces in eV/Å.

Values from the calculation:
- frontier orbital gap (eV) = 9.469
- energy above the lowest of the compared OMol25 structures with the same formula, charge and spin (kJ/mol) = 294.7
- LUMO level (eV) = -0.05
- electronic energy (a.u.) = -661.47327
- E_HOMO (Ha) = -0.34979

***

No. 2
This record from the OMol25 dataset describes a cluster of 2 separate species, C2H4N2OS in total. The level of theory is wB97M-V/def2-TZVPD.

```
10
Properties=species:S:1:pos:R:3:forces:R:3
C 1.2944 -0.6339 0.4150 -2.816 0.795 0.125
C 0.3984 -0.5430 1.3880 -0.152 -0.436 2.022
N -0.6012 -0.5579 -0.8174 -1.851 3.000 -1.605
N -0.7487 1.3257 -1.1951 0.272 -2.350 0.170
O 0.7268 -0.7217 -0.8370 1.261 -0.722 -0.021
S -1.2334 -0.8143 0.7256 1.115 0.129 0.585
H 2.3078 -0.4680 0.4216 2.119 0.061 0.009
H 0.5783 -0.4511 2.4973 -0.151 -0.101 -1.637
H -1.4442 1.6868 -0.5359 0.005 -0.414 0.122
H -1.2780 1.1775 -2.0621 0.198 0.038 0.231
```
Positions in Å, forces in eV/Å.

Values from the calculation:
- frontier orbital gap (alpha / beta) (eV) = 8.527 / 8.529
- energy above the lowest of the compared OMol25 structures with the same formula, charge and spin (kJ/mol) = 578.0
- LUMO level (alpha / beta) (eV) = 0.57 / 0.57
- electronic energy (a.u.) = -661.36537
- E_HOMO (alpha / beta) (Ha) = -0.29252 / -0.29257

***

No. 3
This record from the OMol25 dataset describes an isolated molecule of C2H4N2OS. The level of theory is wB97M-V/def2-TZVPD.

```
10
Properties=species:S:1:pos:R:3:forces:R:3
C 0.4430 -0.0772 -2.6074 -0.606 0.393 1.190
N 0.5399 -0.2441 -1.3485 -0.496 0.262 -0.209
S -0.6764 0.4626 -0.3574 0.293 -0.148 -0.270
C -0.1031 -0.0375 1.2735 0.592 -0.259 -0.469
N 1.0311 -0.7687 1.2918 0.096 -0.048 -0.546
O -0.7424 0.3110 2.2265 -0.366 0.163 0.377
H 1.1937 -0.5231 -3.2012 0.743 -0.430 -0.710
H -0.3446 0.4995 -3.0952 -0.005 -0.049 0.034
H 1.3751 -1.0742 2.1819 0.055 -0.039 0.113
H 1.5016 -1.0137 0.4214 -0.307 0.156 0.491
```
Positions in Å, forces in eV/Å.

Values from the calculation:
- frontier orbital gap (eV) = 10.123
- energy above the lowest of the compared OMol25 structures with the same formula, charge and spin (kJ/mol) = 119.4
- LUMO level (eV) = 0.72
- electronic energy (a.u.) = -661.54004
- E_HOMO (Ha) = -0.34571

***

Repeat the second record exactly.
This record from the OMol25 dataset describes a cluster of 2 separate species, C2H4N2OS in total. The level of theory is wB97M-V/def2-TZVPD.

```
10
Properties=species:S:1:pos:R:3:forces:R:3
C 1.2944 -0.6339 0.4150 -2.816 0.795 0.125
C 0.3984 -0.5430 1.3880 -0.152 -0.436 2.022
N -0.6012 -0.5579 -0.8174 -1.851 3.000 -1.605
N -0.7487 1.3257 -1.1951 0.272 -2.350 0.170
O 0.7268 -0.7217 -0.8370 1.261 -0.722 -0.021
S -1.2334 -0.8143 0.7256 1.115 0.129 0.585
H 2.3078 -0.4680 0.4216 2.119 0.061 0.009
H 0.5783 -0.4511 2.4973 -0.151 -0.101 -1.637
H -1.4442 1.6868 -0.5359 0.005 -0.414 0.122
H -1.2780 1.1775 -2.0621 0.198 0.038 0.231
```
Positions in Å, forces in eV/Å.

Values from the calculation:
- frontier orbital gap (alpha / beta) (eV) = 8.527 / 8.529
- energy above the lowest of the compared OMol25 structures with the same formula, charge and spin (kJ/mol) = 578.0
- LUMO level (alpha / beta) (eV) = 0.57 / 0.57
- electronic energy (a.u.) = -661.36537
- E_HOMO (alpha / beta) (Ha) = -0.29252 / -0.29257

***

electronic energy of number 3 (C2H4N2OS)? -661.54004 a.u.

***

What is the electronic energy in the second record? -661.36537 a.u.

***

Look up the electronic energy of the first one. -661.47327 a.u.